DFT (wB97M-V/def2-TZVPD) results for the molecule C2H2NO2P in a non-equilibrium geometry.

Geometry as XYZ:
```
8
Properties=species:S:1:pos:R:3:mulliken_charge:R:1
N 3.04906 0.55393 -0.50077 -0.5496
P 1.59899 0.37463 -0.21272 0.6180
O 0.84395 -1.45942 -0.17993 -0.4993
C -0.40807 -1.05250 0.05100 0.1358
C -0.54218 0.27452 0.20411 0.0244
O -1.43058 1.25525 -0.15185 -0.4103
H -1.34744 -1.70934 0.16413 0.2932
H -1.76371 1.76293 0.62602 0.3878
```

As for the charge: 0. Its HOMO energy is -9.677 eV. For the molar mass, the calculation gives 103.017 g/mol. As for the SMILES: N#P1OC=C1O. For the lowest unoccupied orbital energy, the calculation gives -0.926 eV.

DFT (wB97M-V/def2-TZVPD) results for the ion C2H2NO2S with charge -1.

Geometry as XYZ:
```
8
Properties=species:S:1:pos:R:3:mulliken_charge:R:1
C 0.52786 -1.05904 0.30684 -0.7249
C -0.02796 0.01245 0.24557 0.2044
N -0.54370 1.21856 0.21027 -0.4793
O -0.60173 2.65579 2.43631 -0.5729
O -0.11796 3.74410 0.28256 -0.6165
S 0.21525 2.63997 1.21186 0.4813
H 0.78896 -2.06610 0.44006 0.4244
H -0.75321 1.58007 -0.71093 0.2835
```

As for the charge: -1. Its HOMO energy is -3.895 eV. For the molar mass, the calculation gives 104.110 g/mol. For the lowest unoccupied orbital energy, the calculation gives 4.206 eV.

DFT (wB97M-V/def2-TZVPD) results for a structure of composition C2H2NO2S5 in a non-equilibrium geometry.

Geometry as XYZ:
```
12
Properties=species:S:1:pos:R:3:mulliken_charge:R:1
C -0.50278 1.35490 0.50100 0.5726
C -0.16463 -0.72256 -1.12120 -0.2555
N -0.33585 0.53612 1.41066 -0.4262
O 1.72950 -0.70878 1.09503 -0.5627
O -0.64966 -2.14805 2.36646 -0.6309
S -0.10080 1.16163 -1.15786 -0.1227
S -1.69328 -1.34666 -1.53566 -0.2854
S -1.21543 2.96272 0.81382 -0.2148
S 1.39402 -1.41323 -1.95204 -0.1778
S 0.28607 -0.89245 0.85737 0.8302
H -0.60668 3.36208 -0.36864 0.1306
H 1.85951 -2.14572 -0.90894 0.1425
```

As for the charge: -1. Its HOMO energy (alpha / beta) is -4.571 / -4.572 eV. For the molar mass, the calculation gives 232.378 g/mol. For the lowest unoccupied orbital energy (alpha / beta), the calculation gives 2.060 / 2.083 eV.

DFT (wB97M-V/def2-TZVPD) results for a structure of composition C2H2NO3 in a non-equilibrium geometry.

Geometry as XYZ:
```
8
Properties=species:S:1:pos:R:3:mulliken_charge:R:1
C 1.08357 0.49303 -0.65182 0.7190
C -0.76931 -0.43404 0.52112 -0.0771
N -0.25638 0.12733 -0.67281 -0.2095
O 0.65900 1.68538 -0.86938 -0.5518
O 2.14419 0.02081 -0.45520 -0.5945
O -0.81501 -1.63152 -0.00656 -0.6625
H -0.28211 -0.13444 1.54221 0.2137
H -1.76395 -0.12655 0.59243 0.1626
```

As for the charge: -1. Its HOMO energy is -4.372 eV. For the molar mass, the calculation gives 88.042 g/mol. For the lowest unoccupied orbital energy, the calculation gives 4.359 eV.

DFT (wB97M-V/def2-TZVPD) results for the ion C2H2NO3 with charge -1 in a non-equilibrium geometry.

Geometry as XYZ:
```
8
Properties=species:S:1:pos:R:3:mulliken_charge:R:1
O -1.73786 1.37226 -1.21324 -0.6473
C -0.97380 0.46873 -0.94983 0.1118
N -0.17644 0.51294 0.16474 -0.1241
C 0.77755 -0.53539 0.54608 0.5545
O 1.05884 -0.55727 1.75193 -0.7246
O 1.10042 -1.32283 -0.36139 -0.7192
H -0.65999 -0.46037 -1.42366 0.3149
H -0.25510 1.26611 0.84249 0.2339
```

As for the charge: -1. Its HOMO energy is -4.663 eV. For the molar mass, the calculation gives 88.042 g/mol. As for the SMILES: O=CNC(=O)[O-]. For the lowest unoccupied orbital energy, the calculation gives 4.222 eV.

DFT (wB97M-V/def2-TZVPD) results for a cluster of 2 separate species, C2H2NO3 in total in a non-equilibrium geometry.

Geometry as XYZ:
```
8
Properties=species:S:1:pos:R:3:mulliken_charge:R:1
C -1.23497 0.05707 0.13141 -0.3641
C -0.00864 0.42802 2.29488 0.6145
N -0.53762 -0.01669 1.13556 0.3065
O 1.52922 1.71692 1.29146 -0.8746
O 0.13402 -0.99370 2.00238 -0.4110
O -0.32272 1.20358 3.21436 -0.5917
H -1.40854 -0.89692 -0.49150 0.1263
H 2.20212 0.90574 1.29598 0.1941
```

As for the charge: -1. Its HOMO energy is -3.895 eV. For the molar mass, the calculation gives 88.042 g/mol. For the lowest unoccupied orbital energy, the calculation gives 4.110 eV.

DFT (wB97M-V/def2-TZVPD) results for the ion C2H2NO3 with charge -1 in a non-equilibrium geometry.

Geometry as XYZ:
```
8
Properties=species:S:1:pos:R:3:mulliken_charge:R:1
C -1.24169 -0.02439 0.07177 -0.4626
N -0.04947 -0.45393 0.01910 0.2789
O 0.25073 -1.91526 -0.24476 -0.6808
C 1.28641 0.49745 -0.00183 0.5227
O 1.34271 1.07128 -1.05849 -0.6049
O 1.88782 0.45515 1.03573 -0.6053
H -2.10020 -0.66689 -0.04319 0.3243
H -1.37630 1.03659 0.22167 0.2278
```

As for the charge: -1. Its HOMO energy is -4.339 eV. For the molar mass, the calculation gives 88.042 g/mol. As for the SMILES: C=[N+]([O-])C(=O)[O-]. For the lowest unoccupied orbital energy, the calculation gives 4.245 eV.

DFT (wB97M-V/def2-TZVPD) results for a cluster of 2 separate species, C2H2NO3S in total in a non-equilibrium geometry.

Geometry as XYZ:
```
9
Properties=species:S:1:pos:R:3:mulliken_charge:R:1
C -1.67850 1.67165 -1.79315 0.6083
C 1.04860 -1.30342 0.30202 -0.6806
N 0.72675 -0.55421 1.33058 0.7459
O -0.47848 -0.08087 1.40282 -0.7090
O -1.78333 1.76283 -2.96731 -0.4653
O 1.47874 -0.29441 2.34060 -0.7115
S -1.54907 1.27411 -0.30610 -0.2248
H 0.12431 -1.28806 -0.33461 0.2339
H 2.11097 -1.18761 0.02515 0.2032
```

As for the charge: -1. Its HOMO energy is -3.602 eV. For the molar mass, the calculation gives 120.109 g/mol. For the lowest unoccupied orbital energy, the calculation gives 3.442 eV.

DFT (wB97M-V/def2-TZVPD) results for a cluster of 2 separate species, C2H2NO3S in total in a non-equilibrium geometry.

Geometry as XYZ:
```
9
Properties=species:S:1:pos:R:3:mulliken_charge:R:1
C 0.24583 -0.74974 -0.92956 -0.3159
C -1.46503 1.33908 -0.12576 0.7895
N -0.13352 -0.36988 0.41719 -0.4097
O -2.45799 0.71476 -0.02113 -0.4695
O -0.78767 2.29006 -0.24390 -0.4404
O 2.68521 -0.89147 0.20797 -0.6748
S 1.90848 -1.08269 -1.11804 0.0181
H -0.81954 -0.87426 0.96643 0.2173
H 0.82422 -0.37586 0.84680 0.2854
```

The expectation value of S² is 2.02. As for the charge: -1. Its HOMO energy (alpha / beta) is -0.970 / -3.033 eV. For the molar mass, the calculation gives 120.109 g/mol. Its spin multiplicity is 3. For the lowest unoccupied orbital energy (alpha / beta), the calculation gives 3.662 / 3.066 eV.

DFT (wB97M-V/def2-TZVPD) results for a cluster of 2 separate species, C2H2NP in total in a non-equilibrium geometry.

Geometry as XYZ:
```
6
Properties=species:S:1:pos:R:3:mulliken_charge:R:1
C -2.08503 0.10686 0.15381 -0.1855
C 1.29540 -0.17528 -0.05695 -0.3304
N -2.83353 0.96575 0.00664 -0.3488
P 0.23816 -1.41179 0.15531 0.3092
H 2.16969 -0.41638 -0.55463 0.3028
H 1.21531 0.93084 0.29582 0.2528
```

As for the charge: 0. Its HOMO energy (alpha / beta) is -10.445 / -10.448 eV. For the molar mass, the calculation gives 71.019 g/mol. For the lowest unoccupied orbital energy (alpha / beta), the calculation gives -2.597 / -2.595 eV.

DFT (wB97M-V/def2-TZVPD) results for a structure of composition C2H2Na in a non-equilibrium geometry.

Geometry as XYZ:
```
5
Properties=species:S:1:pos:R:3:mulliken_charge:R:1
H -0.21445 -1.75487 -0.01962 0.3865
C 0.21181 -0.77572 0.15117 -0.3919
C 0.75140 0.29757 -0.00534 -0.3259
H 1.25514 1.24542 -0.12162 0.4189
Na -2.00390 0.98760 -0.00459 0.9123
```

As for the charge: +1. Its HOMO energy is -15.658 eV. For the molar mass, the calculation gives 49.028 g/mol. For the lowest unoccupied orbital energy, the calculation gives -5.059 eV.

DFT (wB97M-V/def2-TZVPD) results for a structure of composition C2H2NaOTl in a non-equilibrium geometry.

Geometry as XYZ:
```
7
Properties=species:S:1:pos:R:3:mulliken_charge:R:1
O -0.64239 -0.30869 2.41196 -1.1561
Na -1.99818 -1.17471 1.04097 0.8397
Tl 1.17624 -0.28500 1.53849 0.2898
C 0.10919 0.92677 -0.98997 -0.3898
C 0.62460 -0.04631 -1.49695 -0.3469
H -0.33926 1.81294 -0.56818 0.4051
H 1.06981 -0.92500 -1.93631 0.3582
```

As for the charge: 0. Its HOMO energy is -6.629 eV. For the molar mass, the calculation gives 269.410 g/mol. For the lowest unoccupied orbital energy, the calculation gives -0.766 eV.

Energy relative to the best compared isomer or geometry (same formula, charge and spin): 111.7 54.8 108.9 116.1 4.2 190.3 88.1 82.4 17.6 56.8 1.8 0.0 (kcal per mole)